[1]
C24H15BrN4O2PdSe2Te2 | ωB97M-V with the def2-TZVPD basis set

The geometry in ORCA input format:
```
! wB97M-V def2-TZVPD RIJCOSX def2/J DEFGRID3
* xyz 0 5
Pd 1.877 -0.204 0.107
C 0.231 -2.913 3.316
C 1.134 -2.290 2.436
N 0.915 -1.108 1.916
C -0.222 -0.419 2.232
C -1.194 -0.988 3.072
C -0.931 -2.267 3.616
C -2.403 -0.292 3.322
C -2.606 0.914 2.718
C -1.636 1.509 1.892
C -0.419 0.891 1.645
N 0.600 1.332 0.856
C 0.705 2.541 0.242
C 0.195 3.756 0.681
C 0.391 4.942 -0.043
C 1.089 4.972 -1.216
C 1.659 3.772 -1.700
C 2.392 3.714 -2.906
C 2.908 2.529 -3.341
C 2.716 1.387 -2.547
N 2.056 1.409 -1.414
C 1.494 2.576 -0.974
H 0.458 -3.893 3.711
H 2.048 -2.790 2.135
H -1.672 -2.720 4.263
H -3.152 -0.740 3.960
H -3.538 1.441 2.868
H -1.882 2.445 1.420
H -0.333 3.806 1.618
H -0.031 5.857 0.353
H 1.222 5.887 -1.775
H 2.532 4.622 -3.478
H 3.462 2.450 -4.264
H 3.120 0.432 -2.864
Se 3.488 1.057 2.074
Te 4.644 -0.162 0.414
Te 3.120 -2.130 -1.301
Se 3.417 -4.084 0.015
Br -3.533 -5.415 -3.663
C -3.057 -4.003 -2.497
C -3.993 -3.522 -1.592
N -3.732 -2.536 -0.743
C -2.518 -1.998 -0.774
C -1.517 -2.420 -1.644
C -1.792 -3.450 -2.531
C -0.136 -1.812 -1.616
O 0.724 -2.238 -2.405
O 0.024 -0.902 -0.748
H -4.985 -3.956 -1.558
H -2.314 -1.194 -0.076
H -1.027 -3.796 -3.212
*
```

Results
HOMO (spin up / spin down) ... -7.04 / -6.89 eV
Frontier orbital gap (spin up / spin down) ... 5.34 / 4.23 eV
Lowest unoccupied orbital energy (spin up / spin down) ... -1.69 / -2.65 eV
⟨S²⟩ ... 6.1047

=====

[2]
C40H34CdF2N4O3P | ωB97M-V with the def2-TZVPD basis set

The geometry in ORCA input format:
```
! wB97M-V def2-TZVPD RIJCOSX def2/J DEFGRID3
* xyz -1 1
Cd 0.250 1.367 0.848
O 2.765 3.741 -2.478
C 2.332 3.062 -3.549
C 2.883 3.382 -4.792
C 2.441 2.752 -5.939
C 1.460 1.769 -5.866
C 0.950 1.406 -4.633
C 1.369 2.037 -3.465
C 0.914 1.593 -2.116
O 0.987 2.404 -1.157
N 0.573 0.292 -2.060
N 0.486 -0.150 -0.799
C 0.319 -1.395 -0.560
C 0.424 -1.863 0.814
C 0.531 -3.227 1.107
C 0.782 -3.624 2.406
C 0.884 -2.659 3.400
C 0.697 -1.334 3.036
N 0.484 -0.944 1.791
H 2.207 3.448 -1.714
H 3.645 4.150 -4.824
H 2.866 3.028 -6.896
H 1.100 1.294 -6.770
H 0.207 0.624 -4.552
H 0.172 -2.124 -1.355
H 0.451 -3.956 0.310
H 0.904 -4.673 2.648
H 1.108 -2.926 4.424
H 0.730 -0.545 3.780
C 3.977 -0.703 -1.952
C 4.113 -0.673 -0.451
O 3.289 -0.196 0.296
C 5.379 -1.256 0.114
C 5.707 -0.947 1.433
C 6.886 -1.407 1.993
C 7.748 -2.194 1.241
C 7.415 -2.531 -0.063
C 6.240 -2.061 -0.628
H 3.098 -0.150 -2.256
H 3.862 -1.736 -2.289
H 4.864 -0.275 -2.422
H 5.011 -0.332 1.990
H 7.137 -1.150 3.014
H 8.677 -2.547 1.669
H 8.077 -3.158 -0.647
H 5.995 -2.336 -1.645
N -1.771 1.641 0.271
P -2.954 0.743 0.600
C -3.022 0.067 2.317
C -3.047 1.067 3.295
C -2.881 0.759 4.635
C -2.675 -0.559 5.021
C -2.627 -1.555 4.059
C -2.778 -1.244 2.714
C -3.284 -0.735 -0.473
C -2.649 -0.700 -1.711
C -2.751 -1.768 -2.591
C -3.491 -2.886 -2.235
C -4.160 -2.914 -1.019
C -4.068 -1.840 -0.146
C -4.560 1.633 0.422
C -5.734 1.410 1.130
C -6.852 2.199 0.891
C -6.809 3.206 -0.062
C -5.635 3.441 -0.767
C -4.516 2.662 -0.518
H -3.187 2.094 2.977
H -2.899 1.546 5.379
H -2.542 -0.807 6.068
H -2.464 -2.586 4.353
H -2.708 -2.036 1.980
H -2.050 0.169 -1.961
H -2.242 -1.739 -3.547
H -3.554 -3.735 -2.907
H -4.755 -3.780 -0.753
H -4.615 -1.864 0.789
H -5.778 0.624 1.876
H -7.761 2.032 1.457
H -7.688 3.812 -0.248
H -5.592 4.238 -1.499
H -3.574 2.841 -1.024
F 0.466 3.740 2.633
C 1.138 2.514 2.477
F 2.461 2.901 2.175
H 1.212 2.129 3.506
*
```

Results
HOMO ... -4.64 eV
Frontier orbital gap ... 7.01 eV
Relative energy (zero: lowest compared OMol25 entry of this formula, charge and spin) ... 1.1900 eV
Lowest unoccupied orbital energy ... 2.37 eV

=====

[3]
C21H56NO11P2S9 | ωB97M-V with the def2-TZVPD basis set

The geometry in ORCA input format:
```
! wB97M-V def2-TZVPD RIJCOSX def2/J DEFGRID3
* xyz 1 1
O 3.811 5.923 2.176
P 3.152 6.133 0.873
C 1.899 4.864 0.503
C 2.201 3.610 0.027
C 1.163 2.707 -0.188
C -0.150 3.100 0.056
C -0.410 4.373 0.517
P -2.112 4.959 0.870
O -2.212 6.305 0.000
O -3.039 3.899 0.123
S -2.452 5.175 2.713
N 0.614 5.225 0.733
H 4.065 6.177 -0.190
H 2.294 7.243 0.799
H 3.229 3.332 -0.169
H 1.336 1.700 -0.548
H -0.966 2.409 -0.108
H -1.704 6.255 -0.823
H -3.115 4.070 -0.827
H 0.409 6.190 1.114
C -1.567 -1.424 -1.312
S -0.334 -1.460 -0.019
O 0.372 -0.127 -0.051
C 0.744 -2.642 -0.806
H -2.332 -0.704 -1.027
H -1.097 -1.123 -2.250
H -2.004 -2.420 -1.393
H 1.063 -2.262 -1.774
H 0.197 -3.580 -0.914
H 1.616 -2.787 -0.174
C -6.866 3.739 5.630
S -6.169 2.224 4.963
O -6.735 1.101 5.753
C -4.499 2.503 5.563
H -7.929 3.741 5.400
H -6.720 3.760 6.710
H -6.385 4.596 5.158
H -4.513 2.613 6.647
H -4.093 3.398 5.089
H -3.896 1.640 5.288
C 3.469 0.414 -2.222
S 4.206 -1.141 -2.752
O 3.609 -2.199 -1.894
C 5.842 -0.796 -2.116
H 2.413 0.384 -2.487
H 3.578 0.505 -1.140
H 3.963 1.238 -2.740
H 5.783 -0.612 -1.042
H 6.266 0.060 -2.640
H 6.459 -1.672 -2.303
C -6.501 -1.805 4.199
S -6.547 -3.538 4.651
O -5.808 -4.284 3.598
C -8.299 -3.771 4.327
H -5.473 -1.462 4.291
H -6.837 -1.691 3.168
H -7.132 -1.226 4.873
H -8.512 -3.520 3.288
H -8.878 -3.142 5.003
H -8.531 -4.818 4.510
C -4.138 -5.864 -1.982
S -2.901 -5.900 -0.684
O -2.212 -4.574 -0.712
C -1.803 -7.060 -1.492
H -4.903 -5.149 -1.689
H -3.672 -5.554 -2.918
H -4.580 -6.854 -2.083
H -1.499 -6.673 -2.464
H -2.313 -8.017 -1.610
H -0.930 -7.190 -0.855
C 0.633 -10.099 -4.551
S 0.679 -8.459 -3.825
O -0.441 -7.685 -4.426
C 2.184 -7.922 -4.641
H -0.269 -10.592 -4.197
H 0.607 -10.014 -5.637
H 1.510 -10.662 -4.229
H 2.052 -7.985 -5.720
H 3.014 -8.549 -4.316
H 2.367 -6.891 -4.348
C 8.997 -2.173 -4.385
S 9.068 -0.558 -3.603
O 7.965 0.258 -4.185
C 10.580 -0.017 -4.401
H 8.089 -2.668 -4.046
H 8.969 -2.051 -5.467
H 9.866 -2.758 -4.084
H 10.446 -0.041 -5.482
H 11.401 -0.666 -4.099
H 10.778 1.002 -4.075
C 1.160 9.672 2.725
S 0.431 8.068 3.034
O -0.011 7.519 1.694
C -1.034 8.626 3.887
H 2.065 9.523 2.141
H 0.458 10.294 2.171
H 1.414 10.131 3.679
H -1.601 9.298 3.242
H -0.732 9.130 4.803
H -1.631 7.749 4.127
*
```

Results
HOMO ... -9.59 eV
Frontier orbital gap ... 5.82 eV
Relative energy (zero: lowest compared OMol25 entry of this formula, charge and spin) ... 0.0000 eV
Lowest unoccupied orbital energy ... -3.78 eV

=====

[4]
C2H10NO | ωB97M-V with the def2-TZVPD basis set

The geometry in ORCA input format:
```
! wB97M-V def2-TZVPD RIJCOSX def2/J DEFGRID3
* xyz 0 2
O 0.483 0.251 -3.102
H -0.288 0.235 -3.694
H -0.944 0.393 -0.453
H 0.933 1.065 -3.391
C -0.531 -0.046 2.130
C 0.251 -0.619 0.967
N 0.076 0.203 -0.267
H -1.577 -0.296 2.052
H -0.235 -0.514 3.077
H -0.348 1.014 2.255
H 1.295 -0.766 1.132
H -0.106 -1.620 0.731
H 0.687 1.060 -0.332
H 0.304 -0.359 -1.107
*
```

Results
HOMO (spin up / spin down) ... -3.29 / -11.74 eV
Frontier orbital gap (spin up / spin down) ... 4.37 / 12.53 eV
Relative energy (zero: lowest compared OMol25 entry of this formula, charge and spin) ... 0.0804 eV
Lowest unoccupied orbital energy (spin up / spin down) ... 1.08 / 0.79 eV
⟨S²⟩ ... 0.7506

=====

Molecular weight, respectively: 990.9, 800.1, 849.2, 64.1 g mol⁻¹.